The following is a DFT calculation (the ωB97M-V functional and the def2-TZVPD basis) of a cluster of 9 separate species, C36H63N9 in total at a distorted geometry.

Output
E_HOMO, eV: -11.15
DFT total energy, eV: -51761.9874
SMILES string: CCCC#N.CCCC#N.CCCC#N.CCCC#N.CCCC#N.CCCC#N.CCCC#N.CCCC#N.CCCC#N
E_LUMO, eV: 0.743
Net charge: 0
HOMO-LUMO gap, eV: 11.891
Energy above the lowest of the compared OMol25 structures with the same formula, charge and spin, kcal per mole: 46.86
Largest force on an atom, eV/A: 4.63

Each line ends with the Löwdin charge.
Atoms and positions in Å:
C (-6.80, -2.96, -1.01)  -0.098
C (-6.94, -2.77, 0.54)  -0.238
C (-5.56, -3.06, 1.09)  -0.188
C (-4.50, -2.10, 0.51)  -0.222
N (-3.76, -1.44, -0.02)  0.168
H (-6.10, -2.27, -1.41)  0.040
H (-7.74, -2.69, -1.51)  0.069
H (-6.59, -4.01, -1.27)  0.084
H (-7.68, -3.43, 0.93)  0.096
H (-7.19, -1.73, 0.79)  0.114
H (-5.21, -4.02, 0.71)  0.084
H (-5.56, -3.03, 2.21)  0.108
C (4.40, -4.15, -0.11)  -0.090
C (4.55, -2.60, -0.04)  -0.227
C (4.84, -1.92, -1.38)  -0.176
C (3.67, -1.75, -2.25)  -0.210
N (2.81, -1.61, -3.00)  0.174
H (5.18, -4.51, -0.69)  0.038
H (3.49, -4.46, -0.58)  0.050
H (4.49, -4.68, 0.84)  0.075
H (5.26, -2.33, 0.71)  0.093
H (3.57, -2.28, 0.30)  0.080
H (5.57, -2.55, -1.88)  0.121
H (5.13, -0.91, -1.24)  0.040
C (-0.85, -2.43, -3.86)  -0.110
C (-1.80, -2.96, -2.74)  -0.251
C (-1.55, -4.47, -2.37)  -0.185
C (-2.39, -4.85, -1.27)  -0.254
N (-3.00, -5.19, -0.37)  0.163
H (-1.11, -1.39, -4.24)  0.088
H (-1.01, -3.16, -4.69)  0.076
H (0.20, -2.45, -3.54)  0.040
H (-2.77, -2.87, -3.15)  0.086
H (-1.67, -2.35, -1.81)  0.086
H (-0.48, -4.59, -2.03)  0.131
H (-1.66, -5.18, -3.22)  0.128
C (3.06, 1.24, -4.78)  -0.121
C (4.11, 1.64, -3.78)  -0.234
C (4.07, 3.20, -3.48)  -0.128
C (3.71, 3.34, -2.06)  -0.208
N (3.39, 3.29, -0.96)  0.178
H (2.93, 0.16, -4.91)  0.048
H (3.31, 1.58, -5.80)  0.080
H (2.08, 1.70, -4.53)  0.077
H (5.10, 1.44, -4.16)  0.099
H (4.16, 1.06, -2.86)  0.079
H (3.29, 3.75, -4.01)  0.109
H (4.99, 3.77, -3.55)  0.108
C (-1.61, 6.61, -1.59)  -0.128
C (-0.94, 5.58, -0.69)  -0.275
C (0.44, 5.16, -1.24)  -0.209
C (0.19, 4.39, -2.42)  -0.277
N (-0.21, 3.86, -3.36)  0.175
H (-1.90, 6.13, -2.56)  0.079
H (-0.95, 7.52, -1.84)  0.102
H (-2.55, 6.96, -1.17)  0.056
H (-1.57, 4.64, -0.48)  0.118
H (-0.83, 6.03, 0.34)  0.120
H (0.98, 4.54, -0.51)  0.103
H (1.06, 6.01, -1.42)  0.111
C (3.46, 1.36, 3.16)  -0.089
C (4.61, 2.36, 3.06)  -0.245
C (5.17, 2.77, 1.70)  -0.181
C (5.42, 1.64, 0.83)  -0.215
N (5.82, 0.83, 0.11)  0.173
H (3.12, 1.30, 4.12)  0.043
H (3.79, 0.38, 2.92)  0.064
H (2.68, 1.67, 2.47)  0.071
H (5.27, 1.92, 3.78)  0.098
H (4.25, 3.28, 3.50)  0.104
H (6.09, 3.32, 1.91)  0.127
H (4.43, 3.38, 1.25)  0.067
C (-4.03, 1.86, 4.98)  -0.123
C (-4.32, 1.79, 3.56)  -0.274
C (-3.52, 0.70, 2.86)  -0.201
C (-3.82, -0.58, 3.46)  -0.261
N (-4.25, -1.48, 4.01)  0.176
H (-3.00, 1.94, 5.26)  0.079
H (-4.38, 0.94, 5.51)  0.093
H (-4.59, 2.65, 5.39)  0.065
H (-4.07, 2.73, 3.02)  0.125
H (-5.35, 1.57, 3.36)  0.110
H (-2.42, 0.86, 3.05)  0.114
H (-3.74, 0.65, 1.81)  0.086
C (1.41, 0.31, -0.34)  -0.098
C (0.53, 0.97, -1.40)  -0.239
C (-0.93, 1.09, -0.91)  -0.166
C (-1.04, 1.82, 0.38)  -0.234
N (-1.07, 2.50, 1.29)  0.158
H (1.18, -0.77, -0.18)  0.079
H (1.29, 0.77, 0.59)  0.023
H (2.44, 0.43, -0.63)  0.045
H (0.53, 0.38, -2.37)  0.113
H (0.91, 1.96, -1.67)  0.059
H (-1.23, 0.04, -0.71)  0.096
H (-1.67, 1.57, -1.55)  0.113
C (0.11, -1.84, 3.76)  -0.079
C (-0.86, -3.04, 3.63)  -0.267
C (-1.29, -3.37, 2.25)  -0.203
C (-0.16, -3.58, 1.33)  -0.212
N (0.77, -3.68, 0.67)  0.167
H (-0.46, -0.96, 3.47)  0.056
H (0.93, -1.92, 3.07)  0.056
H (0.46, -1.67, 4.79)  0.081
H (-1.77, -2.76, 4.11)  0.077
H (-0.41, -3.90, 4.09)  0.108
H (-1.80, -2.47, 1.91)  0.093
H (-2.02, -4.19, 2.26)  0.120

=====

The following is a DFT calculation (the ωB97M-V functional and the def2-TZVPD basis) of a structure of composition C36H63N9NiO24 at a distorted geometry.

Output
2S+1: 3
E_HOMO (alpha / beta), eV: -6.22 / -6.00
DFT total energy, eV: -141907.1597
E_LUMO (alpha / beta), eV: -4.149 / -4.303
Net charge: 0
HOMO-LUMO gap (alpha / beta), eV: 2.072 / 1.694
Largest force on an atom, eV/A: 7.09

Each line ends with the Löwdin charge.
Atoms and positions in Å:
C (-0.18, -4.35, -4.81)  -0.042
C (1.06, -5.16, -4.85)  -0.464
C (1.80, -4.75, -6.20)  -0.119
C (2.57, -3.36, -6.23)  -0.120
C (3.60, -3.19, -5.03)  -0.117
C (3.44, -4.20, -3.83)  -0.397
N (1.94, -4.67, -3.71)  0.039
O (1.47, -5.14, -2.46)  -0.002
C (3.91, -3.51, -2.49)  -0.022
C (4.32, -5.40, -4.10)  -0.025
C (0.89, -6.75, -4.86)  0.003
H (-0.12, -3.26, -4.92)  0.099
H (-0.83, -4.56, -3.96)  0.086
H (-0.69, -4.69, -5.71)  0.094
H (1.13, -4.75, -7.06)  0.114
H (2.46, -5.59, -6.40)  0.095
H (1.87, -2.56, -5.99)  0.093
H (2.98, -3.11, -7.21)  0.107
H (3.36, -2.17, -4.71)  0.098
H (4.64, -3.01, -5.33)  0.118
H (4.98, -3.35, -2.53)  0.090
H (3.56, -4.02, -1.59)  0.079
H (3.53, -2.51, -2.32)  0.082
H (5.23, -5.36, -3.50)  0.094
H (4.52, -5.52, -5.16)  0.087
H (3.85, -6.36, -3.87)  0.080
H (1.88, -7.22, -4.80)  0.073
H (0.31, -7.10, -5.71)  0.092
H (0.39, -7.01, -3.93)  0.075
Ni (2.08, 2.73, -4.57)  0.810
C (-4.34, -1.66, -0.18)  -0.065
C (-5.42, -2.24, 0.63)  -0.181
N (-5.03, -2.72, 2.07)  -0.199
C (-4.97, -1.45, 2.92)  0.010
C (-6.23, -3.67, 2.67)  -0.118
C (-7.45, -2.86, 3.02)  -0.065
C (-3.72, -3.56, 2.29)  -0.047
C (-3.59, -4.92, 1.59)  -0.196
O (-4.20, -5.02, 0.32)  -0.225
C (-3.97, -6.17, -0.47)  -0.063
H (-4.75, -1.42, -1.16)  0.108
H (-3.47, -2.31, -0.28)  0.085
H (-3.88, -0.79, 0.30)  0.085
H (-5.70, -3.14, 0.09)  0.115
H (-6.33, -1.64, 0.63)  0.128
H (-5.94, -0.95, 2.88)  0.095
H (-4.17, -0.86, 2.48)  0.103
H (-4.70, -1.70, 3.95)  0.111
H (-5.74, -4.18, 3.49)  0.124
H (-6.39, -4.37, 1.85)  0.122
H (-7.73, -2.32, 2.12)  0.089
H (-7.21, -2.26, 3.91)  0.081
H (-8.07, -3.60, 3.53)  0.100
H (-3.59, -3.68, 3.37)  0.134
H (-2.94, -2.92, 1.87)  0.128
H (-3.94, -5.82, 2.10)  0.128
H (-2.51, -4.98, 1.44)  0.134
H (-4.55, -6.09, -1.40)  0.100
H (-4.06, -7.07, 0.14)  0.093
H (-2.95, -6.19, -0.83)  0.087
C (-2.62, 1.58, -7.38)  0.056
C (-3.78, 2.33, -7.47)  -0.320
C (-3.96, 3.73, -6.94)  -0.382
O (-5.08, 4.31, -6.96)  0.064
C (-3.08, 4.38, -6.18)  0.102
C (-1.71, 3.70, -6.03)  -0.267
C (-1.53, 2.24, -6.63)  -0.316
O (-0.41, 1.68, -6.44)  -0.057
O (-0.65, 4.10, -5.52)  -0.004
O (-4.66, 1.82, -8.32)  -0.037
H (-2.51, 0.57, -7.76)  0.115
H (-3.16, 5.36, -5.72)  0.124
C (0.72, 0.68, 0.22)  0.017
C (1.20, 1.50, -0.78)  -0.340
C (1.59, 2.96, -0.48)  -0.351
O (2.24, 3.64, -1.36)  -0.085
C (1.49, 3.51, 0.79)  0.023
C (0.83, 2.78, 1.82)  -0.374
C (0.63, 1.21, 1.55)  -0.331
O (0.28, 0.43, 2.45)  -0.006
O (0.52, 3.23, 2.90)  0.035
O (1.35, 0.92, -1.94)  -0.081
H (0.69, -0.37, 0.01)  0.111
H (1.84, 4.51, 1.01)  0.109
C (1.05, 0.71, 6.89)  0.034
N (1.04, 0.19, 8.28)  -0.450
O (2.07, 0.37, 8.94)  0.055
O (0.11, -0.50, 8.59)  0.066
H (1.51, 1.69, 7.01)  0.097
H (0.08, 0.88, 6.43)  0.095
H (1.59, 0.06, 6.21)  0.102
C (3.79, 6.02, 5.60)  0.053
N (4.41, 6.69, 6.82)  -0.442
O (5.60, 6.65, 6.96)  0.070
O (3.66, 7.24, 7.62)  0.046
H (3.67, 4.94, 5.70)  0.096
H (4.34, 6.36, 4.72)  0.092
H (2.79, 6.44, 5.45)  0.084
C (-4.21, 3.10, 6.24)  0.053
N (-4.91, 3.49, 7.52)  -0.456
O (-5.06, 4.66, 7.76)  0.072
O (-5.27, 2.61, 8.29)  0.047
H (-4.82, 3.50, 5.43)  0.095
H (-4.30, 2.01, 6.14)  0.083
H (-3.20, 3.50, 6.30)  0.106
C (4.60, 8.27, -1.69)  0.049
N (4.56, 9.77, -1.34)  -0.388
O (3.91, 10.05, -0.31)  0.032
O (5.25, 10.57, -2.03)  0.030
H (4.05, 8.26, -2.64)  0.095
H (4.14, 7.73, -0.87)  0.092
H (5.61, 7.91, -1.89)  0.090
C (7.27, 2.34, -2.55)  0.024
N (7.26, 0.94, -2.09)  -0.455
O (7.98, 0.16, -2.64)  0.081
O (6.39, 0.73, -1.24)  0.058
H (6.26, 2.73, -2.69)  0.095
H (7.82, 2.49, -3.48)  0.094
H (7.77, 2.92, -1.77)  0.102
C (2.11, -3.99, 4.66)  0.028
N (2.78, -5.20, 4.19)  -0.451
O (3.00, -5.27, 2.99)  0.053
O (3.10, -6.12, 4.92)  0.067
H (2.68, -3.49, 5.45)  0.104
H (1.18, -4.34, 5.11)  0.099
H (1.84, -3.24, 3.92)  0.100
C (-0.60, 8.10, 2.40)  0.037
N (-1.17, 7.80, 3.77)  -0.409
O (-2.14, 6.99, 3.82)  0.030
O (-0.69, 8.52, 4.63)  0.063
H (-1.16, 7.41, 1.77)  0.086
H (0.46, 7.88, 2.27)  0.094
H (-0.85, 9.12, 2.11)  0.098

=====

Question: Which formula does entry 1 have?
Answer: C36H63N9

=====

Question: What is the net charge in the first record?
Answer: 0